No. 1
{
  "formula": "C29H28N3OPSeTi",
  "method": "ωB97M-V/def2-TZVPD",
  "spin_multiplicity": 1,
  "de_lowest_kcal_mol": 20.6,
  "homo_lumo_gap_ev": 7.15,
  "e_tot_ev": -134783.807,
  "homo_ha": -0.5090,
  "total_charge": 2,
  "elements": ["H", "C", "H", "C", "C", "C", "C", "O", "H", "C", "H", "C", "Se", "H", "H", "H", "H", "N", "C", "H", "H", "C", "H", "H", "C", "C", "H", "C", "C", "C", "H", "H", "C", "H", "H", "C", "H", "C", "C", "N", "C", "C", "C", "H", "H", "H", "C", "P", "C", "N", "H", "H", "C", "C", "H", "C", "C", "H", "C", "H", "Ti", "H", "H", "C"],
  "positions_angstrom": [[2.13155, -1.25280, 5.51381], [2.05382, -1.28880, -1.17069], [4.92081, -1.20088, -1.23801], [-0.65890, 3.30334, -0.88491], [3.00631, -0.20919, -1.16205], [-2.63618, -2.57882, -0.24323], [-0.40791, 0.97460, 3.45119], [1.89597, -2.29837, -1.88068], [-0.63091, 3.18823, 0.19209], [-0.82156, -2.33803, 3.25433], [-1.55815, -0.38149, -3.53991], [1.30356, -1.55188, 4.87966], [0.87854, -2.96783, 1.03078], [-4.78627, -3.10634, -0.30147], [-2.45092, 0.57440, 2.90961], [-0.76298, 3.75091, -4.73078], [-1.19997, -3.94260, -2.38675], [-1.88432, -1.69344, -1.04992], [1.17946, 1.04559, 1.64076], [0.03590, 1.62652, -3.76152], [-2.19648, -3.13268, 0.55992], [0.47933, -2.32649, 2.77429], [2.19705, 1.18088, 1.29638], [-0.62332, 1.05379, 4.51634], [-1.15238, 0.60575, 1.19517], [-2.47891, -0.16853, -3.01898], [-0.10413, -4.51722, -1.35725], [0.15755, 0.78530, 0.72966], [-1.10517, 4.50125, -1.44300], [-3.91539, -2.56502, -0.65052], [-1.64716, -2.64855, 2.62769], [2.56021, -1.94864, 3.17559], [4.35840, 2.14240, -1.44499], [-1.49516, 5.59532, -3.24964], [-1.95890, 0.44035, 0.49975], [-1.43264, 0.70514, 2.55272], [6.14710, 0.94915, -1.44169], [-0.29519, 2.42548, -3.10567], [-2.73862, -1.16737, -1.94290], [-3.95233, -1.68131, -1.71745], [-1.14440, 4.65959, -2.82084], [1.54982, -1.94156, 3.56834], [-1.05547, -1.94570, 4.56689], [-3.28608, -0.17592, -3.75364], [-4.77633, -1.43921, -2.24342], [-2.06805, -1.95459, 4.95751], [4.38937, -0.25659, -1.25663], [0.47008, 0.74494, -1.05317], [-0.73722, 3.62316, -3.65459], [-0.27470, -3.78291, -2.02883], [-0.18182, -1.25743, 6.40597], [2.42757, 3.11174, -1.44313], [2.28556, 0.98246, -1.18085], [5.06474, 0.94429, -1.37665], [-1.42031, 5.31223, -0.79574], [-0.25201, 2.26326, -1.71896], [0.89451, 1.14644, 2.99232], [0.37184, -3.95635, -2.78433], [2.96414, 2.17104, -1.37061], [1.69364, 1.35975, 3.69504], [0.17481, -1.84494, -0.98373], [4.90253, 3.07255, -1.56989], [-2.40839, 0.83388, -2.60665], [0.00447, -1.55228, 5.37786]],
  "atomic_forces_ev_per_a": [[-0.0833, -0.0405, -0.0467], [-0.0541, -0.2584, -0.7803], [-0.0596, 0.0549, -0.0021], [-0.0942, 0.1707, -0.0532], [-0.1284, -0.4703, 0.0957], [0.4316, 0.5425, -0.4121], [0.0270, 0.2168, 0.0940], [0.6792, 0.3423, 0.2400], [0.0137, 0.0268, -0.0422], [-0.0052, 0.0580, 0.3277], [0.2996, -0.0783, -0.1425], [-0.0162, -0.0560, 0.0366], [0.0687, -0.2246, -0.4043], [0.1869, 0.1991, -0.0991], [0.1561, 0.0308, -0.0788], [0.0126, -0.0307, 0.0829], [-0.5026, -0.0122, -0.1342], [-1.3138, 0.1325, -0.2074], [0.0820, -0.0069, 0.0496], [0.0004, 0.0212, -0.0033], [0.1756, -0.0991, 0.0780], [-0.1184, 0.1865, -0.0936], [-0.0189, 0.0175, 0.0454], [0.0548, 0.0195, -0.3206], [0.0984, 0.1461, 0.2368], [-0.2564, -0.1467, 0.1420], [0.0581, -0.2956, 0.3107], [-0.0847, -0.1692, 0.0886], [0.0251, -0.1430, 0.1242], [-0.3768, 0.1452, -0.3664], [0.0428, -0.0004, 0.0326], [-0.0723, -0.0190, 0.0306], [-0.0944, 0.1172, -0.0412], [0.0781, -0.1721, 0.0761], [-0.1423, -0.0627, -0.1351], [0.0049, 0.0529, -0.1471], [-0.1107, 0.0219, 0.0040], [0.0222, 0.2233, -0.1146], [0.1300, -0.3456, 0.5656], [-0.3754, -0.1722, 0.1708], [-0.0425, 0.0692, -0.0323], [-0.0314, 0.0493, 0.2795], [0.0337, -0.1063, 0.0455], [0.0404, -0.0446, 0.0934], [-0.0774, -0.0040, -0.0442], [0.1061, -0.0059, -0.0228], [0.1026, -0.1639, -0.0423], [0.1083, 0.2024, 0.2449], [0.0399, -0.1548, 0.0073], [0.2611, 0.3966, 0.0549], [0.0262, -0.0387, -0.1190], [0.0551, -0.0735, -0.0032], [-0.1910, 0.3141, -0.1523], [0.1265, 0.1066, -0.0004], [0.0342, -0.0932, -0.0373], [-0.0036, -0.0130, -0.1465], [-0.0792, 0.0334, 0.1425], [0.2450, -0.0524, -0.3056], [0.1162, 0.2157, 0.0429], [-0.0985, -0.0192, -0.0825], [0.5294, -0.4420, 0.7604], [-0.0606, -0.0807, 0.0289], [-0.0027, 0.1065, 0.0814], [0.0219, -0.1241, -0.0005]],
  "lowdin_charge": [0.1207, -0.3867, 0.1382, -0.0626, -0.2124, -0.1163, -0.0559, -0.0505, 0.1095, -0.1293, 0.0767, -0.0664, 0.9134, 0.1399, 0.1253, 0.1182, 0.0753, -0.0733, -0.0580, 0.1093, 0.0798, -0.5941, 0.1142, 0.1242, -0.1005, 0.0211, 0.0597, -0.3802, -0.0452, -0.0255, 0.0890, 0.1105, -0.0116, 0.1222, 0.0987, -0.0552, 0.1271, -0.1165, -0.3386, 0.1350, -0.0467, -0.1295, -0.0729, 0.1042, 0.1786, 0.1205, 0.0277, 1.0956, -0.0525, 0.0527, 0.1207, 0.1242, -0.2919, -0.0233, 0.1193, -0.3796, -0.0479, 0.0801, -0.0257, 0.1262, 0.6550, 0.1264, 0.0794, -0.0695]
}

No. 2
{
  "formula": "C21H32BrMnN6P",
  "method": "ωB97M-V/def2-TZVPD",
  "spin_multiplicity": 6,
  "de_lowest_kcal_mol": 3.9,
  "homo_lumo_gap_ev": [9.00, 8.53],
  "e_tot_ev": -141874.481,
  "homo_ha": [-0.5386, -0.5391],
  "total_charge": 2,
  "elements": ["N", "C", "H", "H", "C", "H", "H", "C", "H", "H", "H", "H", "H", "H", "H", "C", "H", "H", "N", "H", "H", "C", "H", "C", "C", "H", "H", "C", "C", "H", "P", "Mn", "H", "H", "H", "C", "C", "H", "C", "H", "C", "C", "H", "H", "H", "C", "H", "N", "C", "H", "C", "C", "N", "C", "Br", "H", "H", "C", "C", "N", "N", "H"],
  "positions_angstrom": [[3.14337, -0.28581, -3.62126], [-2.24821, 1.27603, 3.81834], [-1.37659, -2.69971, 0.00797], [-0.39945, -3.63843, 3.42482], [1.86491, 0.09137, 1.74715], [0.91531, -4.31299, 1.37850], [3.04597, -1.28752, 0.49428], [-1.20352, 2.06377, -2.38890], [0.81931, -2.41944, 3.76351], [1.23550, 2.01071, 0.87073], [2.09194, -3.03442, 1.63397], [1.04839, 1.93218, 2.62096], [2.65682, 2.07698, 1.91115], [-3.76501, -0.00020, -4.33924], [2.70448, -1.44752, 3.05447], [-1.16197, 0.60233, 3.28564], [-2.26830, 1.51183, 4.87285], [2.70956, 0.28204, -0.26592], [-1.14151, 0.72341, -2.35773], [1.25470, -3.17712, 0.08012], [-2.12856, 4.64960, -2.11212], [-3.05103, 0.60178, -3.79925], [-0.35363, 0.31951, 3.94565], [1.67607, 1.61444, 1.79186], [-1.33441, -2.83759, 1.09535], [-1.32043, 4.63814, -3.67878], [-2.20540, 0.40594, 0.06295], [-3.09560, 1.99050, -3.81731], [2.38539, -0.40634, 3.10187], [-4.11964, 1.59235, 1.01729], [0.25012, -0.64462, 1.20819], [0.14519, -0.64578, -1.32564], [4.03399, 1.43768, -3.44998], [1.66865, -0.30526, 3.91337], [-0.46125, 2.59102, -1.80315], [-3.31169, 1.63932, 3.00266], [1.13362, -3.26425, 1.17087], [3.88519, 0.15960, 1.03166], [2.92392, -0.22193, 0.68325], [-0.89393, -1.97326, 3.67316], [-2.04458, 0.03528, -3.05252], [-0.00283, -2.40312, 1.72134], [4.57468, 0.45065, -4.69598], [-3.07899, 4.63482, -3.59704], [-3.87056, 2.48608, -4.38742], [-3.28726, 1.32402, 1.65271], [-4.16069, 2.15930, 3.42287], [1.76395, -1.41120, -2.54164], [-2.19469, 0.65579, 1.11969], [2.45733, -3.28670, -3.30755], [-2.17650, 4.25300, -3.12554], [-0.11641, -2.60148, 3.23802], [2.16462, -0.16268, -2.78811], [-1.11702, 0.29272, 1.92353], [-1.82565, -1.84634, -2.90643], [-1.47205, -3.90327, 1.28243], [3.26050, 0.18940, 3.36562], [2.53274, -2.21468, -3.27568], [-2.16584, 2.75226, -3.11365], [3.75995, 0.80963, -4.20136], [3.42747, -1.51771, -3.96520], [-2.18044, -2.30408, 1.52857]],
  "atomic_forces_ev_per_a": [[0.0598, 0.0839, -0.1786], [-0.0043, -0.0053, -0.0366], [0.0967, 0.0117, 0.0208], [0.0077, -0.0335, 0.0118], [0.0926, 0.1293, 0.1892], [0.0014, -0.0134, 0.0168], [-0.0255, -0.0769, 0.0066], [-0.0787, -0.1022, -0.0236], [-0.0418, -0.0105, -0.0510], [-0.0020, -0.0537, -0.0087], [0.0096, 0.0086, 0.0147], [0.0007, -0.0015, 0.0155], [0.0144, 0.0315, 0.0109], [-0.0155, -0.0414, -0.0156], [-0.0115, 0.0203, 0.0169], [-0.0175, 0.0548, 0.0247], [0.0012, 0.0071, 0.0286], [-0.0494, -0.0133, 0.0656], [-0.0155, 0.0779, -0.1230], [-0.0742, 0.0601, 0.1307], [0.0181, 0.0169, 0.0088], [0.1448, 0.0950, 0.1044], [0.0298, 0.0086, -0.0223], [0.0345, 0.0269, -0.0162], [-0.0381, -0.0344, -0.0650], [0.0277, 0.0124, -0.0115], [0.0497, -0.0047, 0.0275], [-0.0174, -0.0156, -0.0161], [0.0339, -0.0047, -0.0403], [-0.0239, 0.0072, -0.0171], [-0.0937, 0.0101, -0.4576], [0.0647, -0.1317, 0.3674], [0.0796, 0.0587, -0.1579], [-0.0369, 0.0518, -0.0191], [0.0266, 0.0130, 0.0030], [0.0086, -0.0222, -0.0287], [0.0814, -0.0940, -0.2123], [0.0304, -0.0036, -0.0095], [0.0388, 0.0543, -0.0900], [0.0078, -0.0352, -0.0280], [-0.0491, 0.0538, -0.0404], [-0.0394, -0.1320, 0.1739], [-0.0606, 0.1145, 0.0064], [-0.0020, -0.0021, -0.0011], [-0.0146, 0.0143, -0.0204], [0.0112, 0.0005, 0.0483], [-0.0268, 0.0216, 0.0074], [-0.1023, 0.4913, 0.0912], [-0.0575, 0.0179, -0.1057], [-0.0057, -0.0499, -0.0034], [-0.0763, -0.0301, -0.0005], [0.0082, 0.0093, 0.0359], [0.0671, -0.1171, -0.1264], [-0.0193, -0.0501, 0.1740], [-0.1283, -0.1303, -0.0384], [-0.0468, -0.0161, 0.0225], [0.0321, 0.0029, 0.0181], [0.1546, -0.0613, -0.0688], [0.0499, 0.0456, 0.0307], [-0.0120, -0.2975, 0.3153], [-0.0948, -0.0323, 0.0293], [-0.0021, 0.0047, 0.0169]],
  "lowdin_spin": [0.0047, 0.0002, 0.0041, 0.0004, 0.0031, 0.0002, 0.0006, 0.0111, 0.0000, 0.0009, 0.0001, 0.0001, 0.0000, 0.0003, 0.0000, 0.0000, 0.0000, 0.0033, 0.0358, 0.0037, -0.0001, 0.0007, 0.0000, 0.0011, 0.0063, -0.0001, 0.0039, 0.0072, 0.0003, 0.0000, 0.0183, 4.7389, 0.0001, 0.0000, 0.0012, 0.0002, 0.0050, 0.0005, 0.0070, 0.0000, 0.0136, 0.0047, 0.0000, 0.0000, 0.0003, 0.0005, 0.0000, 0.0343, 0.0053, 0.0001, -0.0002, 0.0005, 0.0253, 0.0036, 0.0394, 0.0003, 0.0002, 0.0073, 0.0003, 0.0000, 0.0050, 0.0001]
}

No. 3
{
  "formula": "C6H10BClO5P",
  "method": "ωB97M-V/def2-TZVPD",
  "spin_multiplicity": 1,
  "homo_lumo_gap_ev": 7.21,
  "e_tot_ev": -39110.303,
  "homo_ha": -0.1520,
  "total_charge": -1,
  "elements": ["H", "H", "H", "H", "H", "H", "C", "O", "O", "H", "P", "O", "C", "H", "C", "B", "O", "Cl", "C", "H", "H", "C", "C", "O"],
  "positions_angstrom": [[-3.46065, -0.44261, -0.51074], [-0.17589, -2.82646, 0.31787], [-0.87630, -0.46287, 0.95332], [-0.75745, 2.13999, 0.36365], [-2.95128, 1.40237, -0.48851], [3.84075, -0.43049, 1.62363], [-3.19391, 0.50192, 1.51487], [1.77830, 2.27186, 0.24336], [-0.78733, -2.90036, -0.44430], [2.68099, -1.51640, 0.58523], [-0.74502, -1.42612, -1.38690], [2.00463, 0.37364, -1.06073], [3.61474, -0.84679, 0.57569], [-0.79292, 1.80811, -1.46831], [1.18932, 1.35003, -0.40429], [-1.15975, -0.02610, -0.13387], [-3.72984, -0.50393, 2.05590], [-2.33673, -1.71571, -2.78788], [-2.78449, 0.34513, -0.04236], [4.52085, -1.41997, 0.14636], [-3.05468, 1.47212, 2.10630], [-0.40049, 1.41206, -0.45872], [3.32505, 0.33004, -0.49182], [4.25209, 1.11057, -0.80772]],
  "atomic_forces_ev_per_a": [[0.7131, 1.1893, 0.7575], [-0.6453, 0.3116, -0.6386], [0.6368, -0.2829, 0.1329], [1.0965, -0.9375, -1.3990], [0.0399, -1.6812, 0.2700], [-0.3603, -0.4854, -1.8206], [-1.4740, -3.6485, -1.3242], [-1.7108, -3.7663, -2.0115], [-0.1208, 0.8502, -0.3680], [1.5566, 0.8781, 0.1965], [1.4971, -1.3133, -0.1862], [0.1205, 0.7819, 1.7312], [-0.8352, 0.0813, -1.1749], [0.9639, -0.5433, 1.3432], [0.9973, 4.4534, 1.9127], [-1.5536, 0.8819, 0.2689], [1.5418, 3.3534, -0.7131], [0.0125, -0.0233, 0.8238], [-1.0471, 1.6423, 1.6774], [-1.4753, 0.9184, 0.8860], [0.1247, -0.9592, -0.6840], [0.6510, -0.5176, -0.5767], [3.2369, 1.8527, 0.2002], [-3.9662, -3.0360, 0.6964]],
  "lowdin_charge": [0.0684, 0.0213, 0.0675, 0.1186, 0.0936, 0.0972, -0.2405, 0.0167, -0.4437, 0.0816, 0.5884, -0.0055, 0.0025, 0.1198, -0.3386, -0.8265, -0.0697, 0.0672, -0.1905, 0.0932, 0.1154, -0.1187, -0.3828, 0.0650]
}